(1)
Formula: C5H10N2O
Source: the OMol25 dataset
Level of theory: ωB97M-V with the def2-TZVPD basis set

Summary:
SMILES: CC(C)=CO.N#CN
LUMO, eV: 0.48
Energy above the lowest of the compared OMol25 structures with the same formula, charge and spin, eV: 3.1890
Frontier orbital gap, eV: 8.2996
Electronic energy, hartree: -381.1682

Last column: natural (NBO) charge in e.
Positions of all 18 atoms, in Å:
C (-0.2736, -1.3542, 1.0519)  -0.617
C (0.3767, -0.3609, 0.1058)  -0.197
C (0.5757, -0.9009, -1.2937)  -0.649
C (1.3437, 0.4683, 0.6663)  0.294
O (2.4352, 0.9613, 0.0618)  -0.645
H (-1.2129, -1.7191, 0.6266)  0.192
H (0.3623, -2.2272, 1.2235)  0.212
H (-0.5052, -0.8869, 2.0125)  0.220
H (0.7972, -0.0924, -1.9948)  0.212
H (1.3855, -1.6357, -1.3324)  0.216
H (-0.3351, -1.4027, -1.6321)  0.216
H (1.3400, 0.7164, 1.7226)  0.182
H (2.2799, 0.9884, -0.8972)  0.493
N (-0.1874, 2.5218, -0.3548)  -0.476
C (-0.8731, 1.5692, -0.1213)  0.405
N (-2.1769, 1.2019, 0.0701)  -0.881
H (-2.8852, 1.9313, 0.0298)  0.419
H (-2.4467, 0.2214, 0.0555)  0.402

Cartesian forces, eV/Å:
-0.59 0.68 0.03
2.78 -0.43 1.19
-0.25 0.51 0.07
-0.65 -2.42 -0.25
-1.06 0.60 -0.39
-0.04 -0.07 0.09
0.00 0.06 -0.05
0.05 -0.15 0.02
-0.02 -0.10 -0.16
0.02 0.04 0.02
0.08 0.10 -0.08
-0.12 -0.06 -0.06
0.15 -0.07 0.14
-1.27 -2.48 0.33
-0.33 4.82 -1.17
0.59 -1.24 0.30
0.55 -0.49 -0.06
0.09 0.69 0.02



(2)
Formula: C5H10N2O
Source: the OMol25 dataset
Level of theory: ωB97M-V with the def2-TZVPD basis set

Summary:
SMILES: [H]/N=C\C=N\[H].CC(C)=O
LUMO, eV: 0.02
Energy above the lowest of the compared OMol25 structures with the same formula, charge and spin, eV: 2.4722
Frontier orbital gap, eV: 9.4827
Electronic energy, hartree: -381.1946

Last column: natural (NBO) charge in e.
Positions of all 18 atoms, in Å:
H (-0.6793, -1.8105, -1.2148)  0.346
N (-0.7131, -2.1621, -0.2547)  -0.564
C (-1.3504, -1.3842, 0.5110)  0.054
C (-1.9756, -0.1093, 0.1114)  0.116
N (-1.7689, 0.3349, -1.0760)  -0.659
H (-2.3115, 1.1607, -1.3152)  0.366
H (-1.4140, -1.6382, 1.5651)  0.181
H (-2.6111, 0.3876, 0.8431)  0.187
C (2.0164, -0.2452, 0.8508)  -0.726
C (0.9280, 0.7312, 0.4818)  0.595
C (0.8923, 1.2165, -0.8988)  -0.776
O (0.0051, 0.9671, 1.2662)  -0.608
H (2.2803, -0.1203, 1.9013)  0.236
H (2.9124, -0.1195, 0.2448)  0.215
H (1.6472, -1.2618, 0.7132)  0.256
H (1.7104, 0.8905, -1.5331)  0.220
H (-0.2955, 0.8719, -1.2428)  0.313
H (0.7271, 2.2909, -0.9532)  0.247

Cartesian forces, eV/Å:
-0.22 0.15 0.03
0.15 -0.12 0.04
0.42 -0.24 0.12
-0.24 0.65 -1.10
-1.12 -0.73 0.45
0.00 0.13 0.35
-0.11 -0.07 0.07
-0.01 0.01 -0.05
0.27 0.18 0.33
-0.56 -0.50 0.53
-2.55 0.17 -0.74
0.86 0.17 -0.28
-0.09 -0.05 0.00
-0.04 0.02 -0.04
-0.09 -0.03 -0.04
-0.18 -0.05 -0.09
3.21 0.15 0.30
0.30 0.18 0.12



(3)
Formula: C5H10N2O
Source: the OMol25 dataset
Level of theory: ωB97M-V with the def2-TZVPD basis set

Summary:
SMILES: CCc1c[nH]cn1.O
LUMO, eV: 0.84
Energy above the lowest of the compared OMol25 structures with the same formula, charge and spin, eV: 1.4066
Frontier orbital gap, eV: 9.4526
Electronic energy, hartree: -381.2337

Last column: natural (NBO) charge in e.
Positions of all 18 atoms, in Å:
C (0.9841, -0.7324, 1.7863)  -0.625
C (1.6380, 0.4194, 0.9569)  -0.451
C (0.6501, 0.7675, -0.0695)  0.107
C (-0.4466, 1.6764, 0.0709)  -0.131
N (-1.2215, 1.4811, -1.0758)  -0.519
C (-0.6360, 0.5494, -1.8491)  0.154
N (0.4584, 0.1002, -1.2518)  -0.486
H (1.6997, -1.3278, 2.4366)  0.207
H (0.7714, -1.5892, 1.1405)  0.227
H (0.2837, -0.1451, 2.4796)  0.222
H (2.0355, 1.2367, 1.6185)  0.221
H (2.6543, 0.1479, 0.5533)  0.225
H (-0.7083, 2.3179, 0.8587)  0.212
H (-2.0101, 2.0913, -1.2557)  0.419
H (-0.9595, 0.3634, -2.9357)  0.219
O (-2.0722, -2.4974, -1.3715)  -0.927
H (-1.7188, -1.7538, -0.8856)  0.467
H (-1.4022, -3.1055, -1.2065)  0.460

Cartesian forces, eV/Å:
1.93 0.44 1.70
2.47 -0.88 0.88
-3.29 2.35 -0.77
1.87 -2.57 -1.74
0.00 1.38 1.52
0.54 -0.03 -1.11
0.42 -0.49 -0.60
-0.28 1.38 -0.16
-1.50 0.68 -0.15
0.13 -1.90 -1.23
-1.36 -0.27 -0.44
-1.24 -0.38 -0.32
-0.40 0.76 0.66
0.15 -0.49 -0.36
0.51 0.00 2.15
-1.53 1.44 -0.24
-0.14 0.74 0.07
1.72 -2.15 0.14



(4)
Formula: C5H10N2O2
Source: the OMol25 dataset
Level of theory: ωB97M-V with the def2-TZVPD basis set

Summary:
LUMO, eV: 0.86
Energy above the lowest of the compared OMol25 structures with the same formula, charge and spin, eV: 4.8094
Frontier orbital gap, eV: 7.0550
Electronic energy, hartree: -456.3775

Last column: natural (NBO) charge in e.
Positions of all 19 atoms, in Å:
C (0.5250, 1.6240, -0.1351)  -0.321
C (1.8277, 1.7393, 0.2461)  -0.101
C (0.2939, 0.2672, -0.4289)  0.330
C (1.6687, -1.7460, -0.1727)  -0.550
C (-1.3993, -1.1039, 0.4353)  -0.272
N (2.3889, 0.4762, 0.1520)  -0.346
N (1.4406, -0.4336, -0.1757)  -0.068
O (-3.5762, 1.0290, -0.1634)  -0.951
O (-0.8905, -0.3667, -0.6844)  -0.519
H (-0.2036, 2.4038, -0.2144)  0.241
H (2.4191, 2.5772, 0.5460)  0.226
H (-4.1270, 0.8975, -0.9409)  0.468
H (2.6757, -2.0715, 0.0126)  0.186
H (1.0158, -2.3752, -0.7400)  0.206
H (-1.6292, -0.4334, 1.2668)  0.184
H (-0.6813, -1.8587, 0.7636)  0.197
H (-2.3087, -1.5894, 0.0893)  0.200
H (3.2418, 0.1624, 0.5881)  0.413
H (-2.6815, 0.8016, -0.4441)  0.478

Cartesian forces, eV/Å:
0.22 0.04 0.00
-0.26 -0.31 -0.08
0.11 -0.35 0.47
0.37 -1.24 0.17
-0.01 -0.33 0.33
-0.07 0.42 0.02
-0.67 0.93 -0.27
-0.04 0.07 0.03
0.60 0.30 -0.22
-0.12 0.19 -0.01
0.12 0.16 0.03
0.06 0.02 0.01
0.15 0.08 0.01
-0.26 0.03 -0.15
-0.01 0.01 -0.08
-0.01 0.06 -0.02
0.02 0.05 0.04
-0.20 -0.12 -0.10
0.00 -0.03 -0.15



(5)
Formula: C5H10N2O2
Source: the OMol25 dataset
Level of theory: ωB97M-V with the def2-TZVPD basis set

Summary:
SMILES: C/N=C(O)/C(O)=C(\C)N
LUMO, eV: 0.74
Energy above the lowest of the compared OMol25 structures with the same formula, charge and spin, eV: 3.6209
Frontier orbital gap, eV: 7.8995
Electronic energy, hartree: -456.4211

Last column: natural (NBO) charge in e.
Positions of all 19 atoms, in Å:
C (0.7891, 2.3409, -0.2301)  -0.433
N (0.5189, 0.9492, -0.5299)  -0.551
C (1.2817, -0.0037, -0.0070)  0.481
O (2.6367, 0.1089, 0.0714)  -0.680
C (0.5081, -1.0657, 0.4208)  -0.139
O (0.8515, -2.4108, 0.1709)  -0.715
C (-0.8490, -0.5692, 0.1439)  0.464
C (-1.6034, -1.0690, -1.0485)  -0.690
N (-1.5699, -0.0184, 1.1431)  -0.756
H (0.1978, 2.6613, 0.6449)  0.169
H (1.8429, 2.5342, -0.0028)  0.198
H (0.4919, 2.9717, -1.0700)  0.195
H (2.9750, -0.6906, 0.4955)  0.489
H (0.6974, -2.9130, 0.9768)  0.473
H (-1.0076, -0.8855, -1.9411)  0.255
H (-2.5827, -0.6006, -1.1580)  0.211
H (-1.7398, -2.1485, -0.9463)  0.247
H (-1.0468, 0.2855, 1.9532)  0.398
H (-2.3917, 0.5233, 0.9134)  0.385

Cartesian forces, eV/Å:
0.08 -0.05 0.03
-0.16 -0.29 0.21
0.08 0.23 -0.08
-0.27 -0.05 0.02
0.05 -0.13 -0.01
-0.11 0.15 0.07
0.08 0.06 0.04
0.01 0.06 0.02
0.12 0.09 -0.19
0.03 -0.03 -0.06
-0.06 -0.02 -0.02
0.03 -0.03 0.04
-0.05 0.05 -0.02
0.04 0.05 -0.06
0.00 0.00 0.04
0.05 -0.01 0.04
0.02 0.05 0.02
0.00 -0.05 -0.06
0.06 -0.09 -0.02



(6)
Formula: C5H10N2O2
Source: the OMol25 dataset
Level of theory: ωB97M-V with the def2-TZVPD basis set

Summary:
SMILES: C[C@H](C(=O)C=O)N(C)N
LUMO, eV: -0.26
Energy above the lowest of the compared OMol25 structures with the same formula, charge and spin, eV: 3.8552
Frontier orbital gap, eV: 8.7158
Electronic energy, hartree: -456.4125

Last column: natural (NBO) charge in e.
Positions of all 19 atoms, in Å:
C (-1.1075, -1.2542, 0.9087)  -0.604
C (-0.3631, -0.0275, 0.3855)  -0.170
C (-1.0990, 0.6092, -0.7269)  0.508
O (-1.0679, 0.5426, -1.9334)  -0.495
C (-2.3868, 1.4797, -0.0974)  0.347
O (-2.8234, 1.3893, 1.0291)  -0.496
N (1.1204, -0.5355, -0.0446)  -0.280
C (1.7087, -0.0361, -1.2818)  -0.436
N (2.0238, -0.2664, 1.0495)  -0.691
H (-1.3707, -1.9334, 0.0908)  0.217
H (-2.0386, -0.9737, 1.4094)  0.231
H (-0.4977, -1.8021, 1.6333)  0.239
H (-0.2125, 0.7224, 1.1689)  0.236
H (-2.7979, 2.1984, -0.8363)  0.125
H (1.7254, 1.0601, -1.3267)  0.160
H (1.1832, -0.4423, -2.1496)  0.222
H (2.7426, -0.3906, -1.3962)  0.202
H (2.7552, -0.9719, 1.1457)  0.358
H (2.5058, 0.6320, 0.9720)  0.325

Cartesian forces, eV/Å:
-0.48 -0.13 0.13
3.84 -1.29 -0.88
-2.91 1.04 0.07
0.45 -0.03 1.21
0.76 -0.29 0.40
0.71 -0.06 -1.43
-0.55 0.42 1.16
-0.31 -0.10 -0.47
-0.54 0.00 0.32
0.22 0.12 0.05
0.14 0.10 -0.07
0.09 0.27 -0.22
-0.08 -0.14 -0.04
-0.06 -0.22 -0.04
0.02 0.09 -0.16
-0.16 0.31 0.16
-0.26 0.00 0.46
-0.58 -0.04 -0.40
-0.31 -0.04 -0.26